a.
The molecule C6H6O4, computed with ωB97M-V/def2-TZVPD.

Structure (XYZ):
```
16
C6H6O4 ωB97M-V/def2-TZVPD
O -3.3486 -0.1982 -0.6914
C -2.3564 0.1079 -0.1313
O -1.6933 1.3443 -0.1645
O -0.8791 0.8942 0.9252
C -1.3522 -0.4398 0.8712
C -0.4589 -1.3997 0.2049
C 0.5664 -1.1905 -0.6009
C 1.3310 0.0114 -0.9388
C 1.7557 0.9134 -0.0246
O 2.4101 2.0277 -0.3619
H -1.7098 -0.9393 1.8182
H -0.8553 -2.4770 0.4660
H 0.9672 -2.1715 -1.0197
H 1.4101 0.1625 -1.9265
H 1.6232 0.8376 1.1266
H 2.5900 2.5170 0.4473
```

Values from the calculation:
2S+1: 1
Structure (SMILES): O=C1OO[C@@H]1/C=C\C=C\O
Net charge: 0
E_LUMO: 0.02099 Ha
Gap between HOMO and LUMO: 9.2 eV
E_HOMO: -8.62 eV

natural (NBO) atomic charge list, values in e, 2 entries: -0.5067, 0.7727

b.
The molecule C6H6O4, computed with ωB97M-V/def2-TZVPD.

Structure (XYZ):
```
16
C6H6O4 ωB97M-V/def2-TZVPD
O -2.2245 1.6006 -0.0674
C -1.2815 0.8047 0.0105
C 0.1021 1.2066 0.0814
C 1.0382 0.2620 0.1329
C 2.4835 0.5978 0.1815
O 3.3708 -0.2456 -0.5057
O 0.7809 -1.0200 0.2665
C -0.4660 -1.5074 0.1470
C -1.5036 -0.6792 -0.0285
O -2.8273 -0.9419 -0.2067
H 0.3086 2.2473 0.0256
H 2.7293 0.6032 1.2450
H 2.6215 1.6493 -0.1518
H 3.1316 -1.1477 -0.2235
H -0.5925 -2.5547 0.2446
H -3.2349 -0.0491 -0.1818
```

Values from the calculation:
2S+1: 1
Structure (SMILES): O=c1cc(CO)occ1O
Net charge: 0
E_LUMO: 0.01185 Ha
Gap between HOMO and LUMO: 9.6 eV
E_HOMO: -9.32 eV

natural (NBO) atomic charge list, values in e, 2 entries: -0.6087, 0.4519

Tell me which of them is the most stable. Sure, it is b.

a.
The molecule C7H14O2, computed with ωB97M-V/def2-TZVPD.

Structure (XYZ):
```
23
C7H14O2 ωB97M-V/def2-TZVPD
C -2.2986 -1.5641 -0.1004
C -1.2208 -0.5677 -0.4427
C -0.0250 -0.4007 0.4527
C 1.3959 -0.3075 -0.1101
C 2.2468 0.6491 0.7334
O 1.4239 0.1220 -1.4402
O 1.9687 -1.6061 -0.1264
C -1.0513 0.6983 0.3451
C -0.7719 2.0054 -0.3517
H -2.0176 -2.5623 -0.4333
H -2.4666 -1.5943 0.9741
H -3.2340 -1.2922 -0.5868
H -1.0222 -0.4818 -1.5044
H -0.0383 -0.9650 1.3806
H 3.2797 0.5976 0.3978
H 2.1896 0.3793 1.7852
H 1.8831 1.6617 0.6015
H 1.4617 -0.6716 -1.9863
H 2.1147 -1.9118 0.7732
H -1.6939 0.8057 1.2136
H -1.6944 2.4067 -0.7694
H -0.0564 1.8628 -1.1556
H -0.3730 2.7365 0.3500
```

Values from the calculation:
2S+1: 1
Structure (SMILES): C[C@@H]1C(C(C)(O)O)[C@H]1C
Net charge: 0
E_LUMO: 0.03089 Ha
Gap between HOMO and LUMO: 10.5 eV
E_HOMO: -9.69 eV

natural (NBO) atomic charge list, values in e, 2 entries: -0.5967, -0.2220

b.
The molecule C7H14O2, computed with ωB97M-V/def2-TZVPD.

Structure (XYZ):
```
23
C7H14O2 ωB97M-V/def2-TZVPD
C -2.5419 0.7153 0.4472
C -1.3883 0.9742 -0.4976
C -0.2350 -0.3771 -0.4853
C 0.2608 -0.5849 -1.8956
C 0.6316 0.1687 0.5571
C 0.3831 -0.2824 1.9757
C 2.2870 -0.5699 0.1351
O 2.8279 -1.4058 0.8167
O 2.9738 0.0029 -0.8913
H -3.3368 1.4479 0.2930
H -2.9950 -0.2590 0.2654
H -2.2492 0.7920 1.4931
H -1.7359 1.0056 -1.5295
H -0.9214 1.9429 -0.3219
H -0.7880 -1.2459 -0.1277
H 0.7133 0.3203 -2.2972
H 0.9194 -1.4508 -1.9378
H -0.5768 -0.8185 -2.5537
H 0.8555 1.2319 0.4840
H 1.2980 -0.1557 2.5566
H 0.1654 -1.3480 2.0146
H -0.4095 0.2911 2.4525
H 3.8620 -0.3948 -0.9533
```

Values from the calculation:
2S+1: 1
Structure (SMILES): CC[C@@H](C)[C@@H](C)C(=O)O
Net charge: 0
E_LUMO: 0.03134 Ha
Gap between HOMO and LUMO: 9.9 eV
E_HOMO: -9.04 eV

natural (NBO) atomic charge list, values in e, 2 entries: -0.6196, -0.3773

c.
A cluster of 2 separate species, C7H14O2 in total, computed with ωB97M-V/def2-TZVPD.

Structure (XYZ):
```
23
C7H14O2 ωB97M-V/def2-TZVPD
C -0.4176 1.2617 -0.7693
C -2.0992 -0.1552 0.5797
C -0.1118 2.2509 0.3500
C -0.9404 -0.1001 -0.3723
O -0.9067 -1.0343 -1.2641
H 0.4555 1.1347 -1.4073
H -1.2176 1.6634 -1.4068
H -1.8747 0.3371 1.5224
H -2.3938 -1.1858 0.7644
H -2.9385 0.3752 0.1213
H -0.9592 2.3895 1.0219
H 0.1259 3.2222 -0.0828
H 0.7610 1.9279 0.9110
C 1.6888 -1.7007 -1.1580
C 0.6453 -0.9615 1.1696
C 1.8616 -0.6998 -0.2011
O 2.4550 0.3349 -0.1082
H 2.4224 -1.7041 -1.9562
H 1.3796 -2.6742 -0.8030
H 1.5236 -1.4514 1.6055
H 0.4448 -0.1214 1.8278
H -0.0870 -1.7629 1.1563
H 0.1829 -1.3463 -1.5008
```

Values from the calculation:
2S+1: 1
Net charge: 0
E_LUMO: -0.00712 Ha
Gap between HOMO and LUMO: 8.4 eV
E_HOMO: -8.56 eV

natural (NBO) atomic charge list, values in e, 2 entries: -0.5354, -0.7273

d.
A cluster of 3 separate species, C7H14O2 in total, computed with ωB97M-V/def2-TZVPD.

Structure (XYZ):
```
23
C7H14O2 ωB97M-V/def2-TZVPD
C 0.1480 0.6205 -0.7837
C 0.7091 -0.1724 0.2210
C 2.5393 0.2398 -0.7026
C 0.8110 0.2463 1.6584
C -2.2540 -1.2874 -0.8672
C -1.7550 -0.1598 -0.0255
C -2.5011 0.4884 0.8560
O 0.0536 1.9622 -0.7316
O 2.9327 -0.9239 -1.3696
H -0.1008 2.2465 0.1792
H 3.0884 -1.6220 -0.7241
H 0.1692 0.2529 -1.8034
H 0.6877 -1.2365 0.0232
H 3.1493 0.4788 0.1722
H 2.6005 1.0627 -1.4107
H -0.0927 -0.0377 2.1965
H 0.9561 1.3234 1.7674
H 1.6666 -0.2390 2.1297
H -1.6776 -2.2006 -0.6880
H -2.1511 -1.0545 -1.9319
H -3.3125 -1.5148 -0.6826
H -3.5596 0.2625 1.0093
H -2.1071 1.2644 1.5079
```

Values from the calculation:
2S+1: 1
Net charge: 0
E_LUMO: 0.02467 Ha
Gap between HOMO and LUMO: 7.4 eV
E_HOMO: -6.73 eV

natural (NBO) atomic charge list, values in e, 2 entries: 0.2581, -0.1823

Tell me which of them is the most stable. Sure, it is a.